1.
Computed, not measured: C46H44FN3NiPS2 as an isolated structure, with wB97M-V/def2-TZVPD.

The geometry in XYZ format:
```
98
Properties=species:S:1:pos:R:3:lowdin_charge:R:1
H -0.075 -1.651 -6.036 0.12
C -3.275 3.864 -0.548 -0.11
H -2.016 1.809 -3.337 0.08
H 7.082 4.094 -1.298 0.07
H 0.184 2.517 -4.360 0.13
H -1.595 -4.817 2.657 0.11
H -2.471 2.223 3.613 0.05
H 8.561 2.202 -0.219 0.11
H 0.984 -4.929 2.673 0.12
H 1.363 -4.543 -0.860 0.08
C -1.518 -3.774 2.366 0.04
C 0.329 0.600 -3.515 -0.10
S -4.294 -5.167 2.817 1.07
C -5.986 -4.954 2.797 -0.40
C -3.097 5.160 -1.013 -0.08
C 0.077 0.085 -4.780 -0.02
C 4.214 0.545 0.643 -0.30
H -3.826 3.159 -1.159 0.09
P -2.872 1.763 1.259 0.91
C 4.170 -0.940 0.152 -0.09
H -5.286 -1.879 1.750 0.09
C 2.235 0.081 -0.730 -0.20
C 2.093 0.850 1.699 -0.21
H 2.631 0.482 3.731 0.14
H -5.236 1.901 0.809 0.07
C -3.333 1.922 3.019 -0.23
H -4.379 1.150 -0.558 0.05
C -1.259 2.364 -2.782 -0.05
H -3.692 0.963 3.400 0.05
H -1.404 -3.573 -2.289 0.09
C 0.554 -1.697 -2.695 -0.13
H -1.387 6.438 1.613 0.11
N 1.103 0.332 -1.321 0.25
C -5.201 -2.903 2.091 -0.12
H 5.126 -1.387 -0.112 0.16
N -1.286 -1.117 1.591 0.06
H -4.713 0.211 0.897 0.01
H 0.795 -4.644 -2.520 0.08
C -0.178 -1.847 1.895 -0.15
H -6.633 -5.768 3.085 0.07
H -1.641 4.135 2.408 0.10
C 1.277 -3.985 -1.796 -0.05
H 2.284 -3.774 -2.162 0.08
H 3.171 -1.626 -1.778 0.14
C -2.462 -1.702 1.677 -0.04
C 2.301 -1.847 1.898 -0.06
C 2.767 1.019 0.346 -0.10
H -2.265 7.094 -0.608 0.11
C 3.151 -0.963 -0.920 0.23
C -2.077 4.420 1.459 -0.10
C 2.944 0.656 2.707 0.05
N 0.852 0.207 1.734 0.01
H -1.635 -2.185 -1.221 0.08
H -1.501 3.429 -2.828 0.08
H 7.071 0.305 0.821 0.12
H 0.796 -2.260 -0.636 0.10
H 0.994 3.964 -2.635 0.09
C 1.064 -1.129 1.856 -0.16
H -1.291 2.048 -1.735 0.06
F -0.169 2.353 0.876 -0.40
H -0.136 0.775 -5.589 0.12
C 0.101 -1.276 -5.035 -0.03
C -4.448 1.202 0.528 -0.23
H -3.490 5.443 -1.982 0.11
C 6.668 1.182 0.327 -0.12
C 2.180 -3.226 2.198 -0.03
C 0.300 -2.153 -3.983 -0.03
C 4.176 0.083 2.119 -0.13
C -2.649 -3.032 2.106 -0.18
C 5.331 1.416 0.182 -0.45
C -4.013 -3.556 2.266 -0.48
H 3.093 -3.805 2.276 0.12
C -1.027 -3.077 -1.393 -0.04
H 1.127 2.653 -1.469 0.05
H 2.681 2.042 -0.022 0.11
C 0.671 -0.302 -2.480 -0.13
C -6.333 -3.703 2.392 -0.17
C 7.479 2.206 -0.237 -0.17
S 5.065 2.899 -0.650 1.07
H 2.202 2.693 -2.882 0.08
C 3.751 -1.369 1.638 -0.06
C -0.244 -3.194 2.236 -0.15
C 0.151 2.113 -3.347 -0.34
H -7.357 -3.364 2.312 0.11
C 6.741 3.198 -0.802 -0.40
H 4.402 -2.160 2.002 0.13
C 0.456 -2.711 -1.568 -0.37
H -3.315 -1.108 1.384 0.08
C 0.991 -3.878 2.408 -0.02
C -1.915 5.717 1.002 -0.06
Ni -0.835 0.737 1.180 0.39
C -2.764 3.483 0.689 -0.37
C 1.186 2.893 -2.528 -0.06
H -1.154 -3.759 -0.549 0.08
H 5.114 0.118 2.667 0.15
H 0.225 -3.220 -4.159 0.12
C -2.414 6.086 -0.242 -0.07
H -4.118 2.670 3.119 0.06
```

Results
LUMO energy (alpha / beta) = -5.62 / -5.63 eV
HOMO level (alpha / beta) = -9.701 / -9.701 eV
total charge = +1
orbital gap (alpha / beta) = 4.0771 / 4.0712 eV
E = -4689.1603 Eh

2.
Computed, not measured: an isolated ion of composition C2H5N2O2S2 and charge +1 at a distorted geometry, with wB97M-V/def2-TZVPD.

The geometry in XYZ format:
```
13
Properties=species:S:1:pos:R:3:nbo_charge:R:1
N -0.987 -1.006 -0.742 -0.83
N -1.056 -1.181 1.692 -0.71
C -0.570 -0.652 0.489 0.30
H 0.905 0.229 -1.627 0.26
H -1.578 -2.051 1.712 0.42
O -2.493 -2.148 -2.406 -0.71
C 1.018 1.062 -0.978 -0.73
H 0.177 1.921 -0.957 0.26
H 2.006 1.533 -0.950 0.27
S -2.312 -1.762 -1.052 2.31
H -0.469 -1.128 2.420 0.41
O -3.359 -2.047 -0.101 -0.75
S 0.633 0.524 0.710 0.48
```

Results
LUMO energy = -6.09 eV
HOMO level = -14.672 eV
total charge = +1
orbital gap = 8.5816 eV
E = -1135.2234 Eh

Among the records above, which one has the lowest E? C46H44FN3NiPS2

Please write out number 2 again, unchanged.
Computed, not measured: an isolated ion of composition C2H5N2O2S2 and charge +1 at a distorted geometry, with wB97M-V/def2-TZVPD.

The geometry in XYZ format:
```
13
Properties=species:S:1:pos:R:3:nbo_charge:R:1
N -0.987 -1.006 -0.742 -0.83
N -1.056 -1.181 1.692 -0.71
C -0.570 -0.652 0.489 0.30
H 0.905 0.229 -1.627 0.26
H -1.578 -2.051 1.712 0.42
O -2.493 -2.148 -2.406 -0.71
C 1.018 1.062 -0.978 -0.73
H 0.177 1.921 -0.957 0.26
H 2.006 1.533 -0.950 0.27
S -2.312 -1.762 -1.052 2.31
H -0.469 -1.128 2.420 0.41
O -3.359 -2.047 -0.101 -0.75
S 0.633 0.524 0.710 0.48
```

Results
LUMO energy = -6.09 eV
HOMO level = -14.672 eV
total charge = +1
orbital gap = 8.5816 eV
E = -1135.2234 Eh